No. 1
This record from the OMol25 dataset describes a structure of composition C34H46N4NiO4SbSeSi3. The level of theory is the ωB97M-V functional and the def2-TZVPD basis.

The value obtained for the lowest unoccupied orbital energy (spin up / spin down) is 2.21 / 2.25 eV. The calculation puts the relative energy (zero: lowest compared OMol25 entry of this formula, charge and spin) at 24.46 kJ/mol. Its maximum force is 0.60 eV/A. The electronic energy comes out at -186717.7677 eV. The calculation puts the HOMO energy (spin up / spin down) at -0.180 / -0.169 Eh.

```
! wB97M-V def2-TZVPD RIJCOSX def2/J DEFGRID3
* xyz -1 1
Ni 0.613 0.114 -0.318
C 1.998 0.890 -3.514
Sb 3.059 -0.507 -2.274
C 2.524 0.200 -0.331
C 3.106 -0.709 0.681
C 3.009 -0.439 2.059
C 3.523 -1.329 2.976
C 4.130 -2.498 2.525
C 4.178 -2.700 1.160
N 3.689 -1.845 0.264
Si 2.914 2.095 -0.110
C 2.557 2.814 1.614
C 3.073 3.592 -1.262
C 4.847 1.815 0.017
C 1.622 -2.271 -2.441
C 1.175 -2.709 -1.078
C 1.209 -4.068 -0.720
C 0.861 -4.493 0.540
C 0.432 -3.555 1.469
C 0.346 -2.248 1.053
N 0.698 -1.824 -0.171
Si 2.813 -3.490 -3.317
C 3.712 -2.712 -4.780
C 2.043 -5.042 -4.093
C 4.164 -4.099 -2.163
Si 0.032 -2.024 -3.473
C -1.127 -0.676 -2.885
C 0.335 -1.750 -5.310
C -0.961 -3.632 -3.419
H 2.492 1.854 -3.419
H 0.953 1.043 -3.263
H 2.101 0.563 -4.549
H 2.525 0.469 2.386
H 3.449 -1.120 4.037
H 4.546 -3.227 3.207
H 4.632 -3.600 0.752
H 1.616 2.508 2.075
H 2.501 3.900 1.500
H 3.371 2.587 2.307
H 2.220 4.263 -1.192
H 3.193 3.349 -2.318
H 3.971 4.127 -0.942
H 5.140 1.002 0.690
H 5.358 2.724 0.354
H 5.257 1.572 -0.973
H 1.534 -4.791 -1.450
H 0.925 -5.544 0.797
H 0.154 -3.822 2.478
H -0.028 -1.479 1.713
H 3.056 -2.199 -5.481
H 4.199 -3.529 -5.322
H 4.485 -2.013 -4.463
H 1.477 -4.797 -4.994
H 1.394 -5.628 -3.443
H 2.873 -5.686 -4.399
H 4.681 -3.255 -1.705
H 4.884 -4.674 -2.754
H 3.794 -4.742 -1.362
H -1.053 0.228 -3.490
H -0.985 -0.351 -1.853
H -2.160 -1.034 -2.950
H 0.950 -0.879 -5.527
H -0.649 -1.576 -5.757
H 0.768 -2.621 -5.805
H -1.092 -4.002 -2.402
H -0.508 -4.429 -4.009
H -1.956 -3.434 -3.828
C -1.912 2.573 1.874
C -1.059 1.510 1.556
N -1.405 0.460 0.837
C -2.697 0.386 0.428
C -3.596 1.445 0.613
C -3.173 2.557 1.360
C -4.895 1.405 0.010
C -5.304 0.334 -0.696
C -4.470 -0.827 -0.786
C -4.906 -2.016 -1.393
C -4.114 -3.132 -1.343
C -2.888 -3.041 -0.668
N -2.432 -1.934 -0.133
C -3.189 -0.824 -0.202
H -1.523 3.416 2.425
H -0.019 1.559 1.856
H -3.846 3.396 1.493
H -5.532 2.275 0.118
H -6.276 0.315 -1.175
H -5.876 -2.038 -1.877
H -4.420 -4.067 -1.793
H -2.257 -3.918 -0.558
O -1.617 2.165 -1.474
Se -0.286 3.082 -1.332
O -0.407 4.261 -0.229
O 0.888 1.972 -0.632
O 0.314 3.541 -2.755
*
```


No. 2
This record from the OMol25 dataset describes a cluster of 2 separate species, C34H47BClFN2O10PS in total at a distorted geometry. The level of theory is the ωB97M-V functional and the def2-TZVPD basis.

The value obtained for the lowest unoccupied orbital energy is -3.92 eV. Its maximum force is 12.86 eV/A. The electronic energy comes out at -95483.0085 eV. The calculation puts the HOMO energy at -0.395 Eh.

```
! wB97M-V def2-TZVPD RIJCOSX def2/J DEFGRID3
* xyz 1 1
C 3.516 -5.034 3.442
C 1.913 -5.224 3.699
O 1.089 -5.490 2.525
P 1.694 -4.818 1.053
O 2.876 -5.677 0.368
C 2.176 -2.979 1.092
C 1.192 -2.025 2.044
C -0.301 -1.789 1.434
C -0.640 -0.299 0.795
C 0.507 -0.155 -0.418
O 1.877 0.103 -0.062
C 2.774 -0.130 -1.203
C 4.353 -0.535 -0.838
C 5.515 -0.786 -2.000
C 5.085 -0.641 -3.587
C 3.535 -0.259 -3.970
C 2.402 0.008 -2.793
N -1.926 -0.484 -0.054
S -3.150 -1.549 0.521
C -2.892 -3.398 0.077
O -3.514 -1.528 2.008
O -4.541 -1.329 -0.207
C -2.473 0.813 -0.627
Cl -2.298 0.818 -2.511
C -1.791 2.186 0.044
B -2.870 3.417 -0.322
N -2.497 4.308 -1.518
O -4.108 3.634 0.464
O -1.807 1.891 1.460
C -0.710 0.925 1.854
C 0.538 1.965 1.972
O 1.764 1.502 2.607
C 2.685 2.686 2.599
C 3.626 2.951 1.268
C 4.710 4.200 1.171
C 4.884 5.247 2.434
C 3.894 4.981 3.746
C 2.815 3.744 3.850
C -1.204 0.624 3.384
C -0.255 -0.167 4.413
O -0.515 -1.464 4.740
F 0.895 0.404 5.212
O 0.362 -4.947 -0.118
C 0.970 -4.958 -1.486
C -0.099 -4.479 -2.661
H 4.049 -5.222 4.493
H 3.981 -5.867 2.724
H 3.840 -3.939 3.130
H 1.804 -6.178 4.409
H 1.533 -4.317 4.376
H 3.305 -2.771 1.369
H 2.044 -2.557 -0.015
H 1.817 -1.067 2.271
H 1.120 -2.621 3.076
H -1.021 -2.130 2.290
H -0.328 -2.508 0.479
H 0.212 0.691 -1.208
H 0.537 -1.156 -1.072
H 4.672 -0.651 0.288
H 6.630 -1.059 -1.696
H 5.906 -0.843 -4.396
H 3.260 -0.179 -5.113
H 1.293 0.291 -3.070
H -1.608 -0.993 -0.940
H -3.933 -3.904 0.370
H -2.606 -3.546 -1.048
H -2.107 -3.846 0.840
H -3.611 1.008 -0.447
H -0.783 2.488 -0.445
H -2.617 3.697 -2.358
H -3.107 5.154 -1.550
H -4.717 2.831 0.380
H 0.879 2.457 0.938
H 0.148 2.892 2.616
H 3.509 2.211 0.353
H 5.359 4.291 0.187
H 5.667 6.127 2.416
H 4.011 5.733 4.652
H 2.139 3.604 4.796
H -2.296 0.176 3.479
H -1.331 1.719 3.855
H 1.330 -6.039 -1.787
H 1.897 -4.246 -1.584
H -1.169 -4.921 -2.457
H -0.186 -3.303 -2.744
H 0.235 -4.846 -3.745
C -5.785 2.989 -3.466
C -4.865 2.905 -4.510
C -4.900 3.836 -5.548
C -5.850 4.858 -5.536
C -6.767 4.944 -4.489
C -6.738 4.008 -3.457
H -5.759 2.261 -2.659
H -4.120 2.113 -4.516
H -4.187 3.767 -6.365
H -5.874 5.587 -6.342
H -7.506 5.741 -4.479
H -7.457 4.072 -2.644
*
```


No. 3
This record from the OMol25 dataset describes a structure of composition C34H47BaN9P2 at a distorted geometry. The level of theory is the ωB97M-V functional and the def2-TZVPD basis.

The value obtained for the lowest unoccupied orbital energy is -0.26 eV. The calculation puts the relative energy (zero: lowest compared OMol25 entry of this formula, charge and spin) at 29.97 kJ/mol. Its maximum force is 1.62 eV/A. The electronic energy comes out at -68701.4724 eV. The calculation puts the HOMO energy at -0.140 Eh.

```
! wB97M-V def2-TZVPD RIJCOSX def2/J DEFGRID3
* xyz 0 1
Ba 0.689 0.899 0.150
C -0.363 -2.456 4.112
N 0.677 -1.954 3.233
C 1.576 -2.722 2.559
C 2.326 -1.867 1.796
N 1.888 -0.600 2.007
C 0.857 -0.655 2.843
P 0.142 0.781 3.766
C 1.128 2.261 3.222
N 1.676 2.545 2.060
C 2.227 3.780 2.136
C 2.016 4.274 3.397
N 1.339 3.304 4.081
C 0.897 3.404 5.464
C -1.476 1.291 3.017
N -1.568 2.273 2.138
C -2.828 2.775 2.238
C -3.523 2.085 3.195
N -2.653 1.164 3.706
C -2.976 0.161 4.705
H -0.070 -3.435 4.481
H -1.308 -2.551 3.577
H -0.478 -1.781 4.960
H 1.593 -3.793 2.662
H 3.127 -2.080 1.108
H 2.737 4.228 1.300
H 2.292 5.202 3.868
H 1.282 4.331 5.881
H 1.279 2.566 6.043
H -0.191 3.418 5.518
H -3.176 3.585 1.618
H -4.536 2.161 3.549
H -3.863 0.480 5.246
H -2.148 0.066 5.406
H -3.172 -0.803 4.237
N -1.747 -0.649 0.362
C -2.801 -0.004 -0.429
C -2.345 0.175 -1.875
N -1.233 1.113 -2.056
C -1.605 2.482 -2.397
C -1.680 3.403 -1.175
N -0.369 3.490 -0.526
H -2.045 -0.729 1.329
H -1.567 -1.600 0.036
H -3.726 -0.592 -0.409
H -3.036 0.968 0.014
H -2.013 -0.802 -2.238
H -3.209 0.478 -2.481
H -0.566 0.715 -2.709
H -0.847 2.889 -3.073
H -2.565 2.511 -2.929
H -2.064 4.389 -1.459
H -2.390 2.976 -0.467
H 0.248 4.148 -0.986
H -0.449 3.767 0.447
C 4.620 1.788 -0.651
P 3.248 2.501 -1.641
C 3.478 1.593 -3.209
C 3.971 4.131 -2.099
H 5.582 1.887 -1.159
H 4.414 0.726 -0.500
H 4.683 2.265 0.329
H 4.517 1.632 -3.544
H 2.838 2.024 -3.981
H 3.158 0.561 -3.051
H 4.957 4.019 -2.556
H 4.069 4.774 -1.222
H 3.316 4.634 -2.812
C 1.395 -0.727 -1.795
C 0.850 -1.765 -2.196
C 0.111 -2.942 -2.538
C -0.560 -3.626 -1.494
C -1.676 -4.503 -1.680
C -2.334 -5.104 -0.631
C -1.954 -4.903 0.700
C -0.878 -4.049 0.914
C -0.212 -3.426 -0.127
C 0.049 -3.308 -3.948
C -0.223 -4.608 -4.419
C -0.240 -4.909 -5.772
C 0.026 -3.940 -6.730
C 0.327 -2.654 -6.290
C 0.341 -2.348 -4.942
H -2.052 -4.672 -2.678
H -3.182 -5.744 -0.854
H -2.467 -5.392 1.518
H -0.538 -3.869 1.929
H 0.630 -2.773 0.077
H -0.386 -5.409 -3.712
H -0.448 -5.929 -6.079
H 0.012 -4.180 -7.785
H 0.554 -1.876 -7.011
H 0.592 -1.343 -4.623
*
```